Entry 1:
Computed, not measured: C6H7NOS in the gas phase at a distorted geometry, with wB97M-V/def2-TZVPD.

Molecular weight ... 141.19 g/mol
Maximum force ... 5.27 eV/A
HOMO level ... -9.590 eV
Energy relative to the best compared isomer or geometry (same formula, charge and spin) ... 0.00 kcal per mole
SMILES string ... CC(=O)c1scnc1C

```
! wB97M-V def2-TZVPD RIJCOSX def2/J DEFGRID3
* xyz 0 1
C 1.74 -1.99 0.17
C 1.31 -0.55 -0.05
O 2.15 0.31 -0.11
C -0.11 -0.29 -0.08
S -1.34 -1.56 -0.15
C -2.55 -0.34 0.02
N -2.09 0.85 0.14
C -0.73 0.93 0.07
C -0.17 2.35 -0.13
H 1.23 -2.59 -0.44
H 1.48 -2.38 1.14
H 2.81 -2.19 -0.17
H -3.55 -0.48 -0.05
H -0.56 2.65 -1.04
H -0.51 3.02 0.82
H 0.88 2.27 -0.15
*
```

=====

Entry 2:
Computed, not measured: C27H35N2O2P3Tl as an isolated structure at a distorted geometry, with wB97M-V/def2-TZVPD.

Molecular weight ... 716.89 g/mol
Maximum force ... 3.47 eV/A
HOMO level (spin up / spin down) ... -13.970 / -13.970 eV
Energy relative to the best compared isomer or geometry (same formula, charge and spin) ... 0.00 kcal per mole

```
! wB97M-V def2-TZVPD RIJCOSX def2/J DEFGRID3
* xyz 2 2
Tl -1.59 0.62 -1.43
P -2.77 -2.28 -1.03
P -0.24 3.31 -1.71
N 0.21 -1.81 -2.18
N 1.34 0.77 -2.53
H 2.12 -2.48 -2.86
H 3.19 -0.23 -2.39
H 2.08 -1.74 -1.20
C 1.70 -1.69 -2.23
H 2.33 -0.48 -3.93
C 2.18 -0.37 -2.82
H 0.13 -3.86 -1.66
H 2.93 2.02 -3.17
C -0.34 -2.94 -2.10
C 1.91 1.93 -2.72
C -1.85 -3.28 -2.37
C 1.37 3.21 -2.43
H -2.08 -4.31 -2.02
H 1.96 4.10 -2.68
H -0.86 4.11 -2.66
H 0.01 4.27 -0.65
H -4.02 -2.14 -1.64
H -3.03 -3.47 -0.26
H -0.33 0.27 -4.32
C -1.38 0.25 -4.69
C -1.82 1.64 -5.15
C -1.30 -0.89 -5.70
O -2.22 0.13 -3.63
H -1.24 2.05 -5.96
H -2.88 1.53 -5.46
H -1.81 2.36 -4.31
H -0.70 -1.75 -5.37
H -2.23 -1.29 -6.10
H -0.79 -0.56 -6.61
H -2.16 -3.16 -3.36
O 0.42 -0.23 0.56
P 0.45 0.02 2.05
C 1.73 1.19 2.58
C 1.85 2.38 1.84
C 2.80 3.33 2.21
C 3.64 3.10 3.30
C 3.54 1.90 4.01
C 2.59 0.95 3.66
C -1.17 0.63 2.59
C -2.19 -0.31 2.85
C -3.48 0.15 3.10
C -3.76 1.52 3.07
C -2.75 2.44 2.78
C -1.45 2.01 2.55
C 0.69 -1.47 3.05
C 1.07 -2.63 2.36
C 1.21 -3.82 3.06
C 0.98 -3.86 4.44
C 0.60 -2.71 5.12
C 0.45 -1.50 4.43
H 1.19 2.56 0.99
H 2.88 4.24 1.64
H 4.38 3.84 3.59
H 4.22 1.70 4.84
H 2.51 0.02 4.23
H -1.96 -1.38 2.86
H -4.26 -0.57 3.31
H -4.77 1.87 3.26
H -2.96 3.50 2.71
H -0.64 2.71 2.35
H 1.23 -2.55 1.28
H 1.48 -4.71 2.50
H 1.11 -4.81 4.97
H 0.41 -2.75 6.20
H 0.14 -0.60 4.98
*
```

=====

Entry 3:
Computed, not measured: C3H5NS2 in the gas phase at a distorted geometry, with wB97M-V/def2-TZVPD.

Molecular weight ... 119.21 g/mol
Maximum force ... 2.88 eV/A
HOMO level ... -7.699 eV
Energy relative to the best compared isomer or geometry (same formula, charge and spin) ... 32.31 kcal per mole
SMILES string ... CC1=NSSC1

```
! wB97M-V def2-TZVPD RIJCOSX def2/J DEFGRID3
* xyz 0 1
C 0.56 -0.16 0.76
C 0.40 -0.98 -0.44
N 0.94 -2.09 -0.65
S 0.67 -2.83 -2.04
S -0.82 -1.62 -2.88
C -0.61 -0.40 -1.54
H -0.45 0.42 0.83
H 1.45 0.45 0.67
H 1.01 -0.79 1.54
H -1.52 -0.33 -0.99
H -0.12 0.53 -2.04
*
```

=====

Entry 4:
Computed, not measured: C24H25Cl45N3OPS as an isolated structure at a distorted geometry, with wB97M-V/def2-TZVPD.

Molecular weight ... 2029.91 g/mol
Maximum force ... 5.54 eV/A
HOMO level ... -8.096 eV
Energy relative to the best compared isomer or geometry (same formula, charge and spin) ... 198.80 kcal per mole

```
! wB97M-V def2-TZVPD RIJCOSX def2/J DEFGRID3
* xyz 0 1
N 2.84 -2.97 -1.00
P 1.46 -3.82 -1.05
C -0.02 -2.64 -0.90
C -1.00 -2.79 0.35
C -2.21 -1.81 0.56
C -2.53 -0.68 -0.46
N -3.56 0.34 -0.48
S -3.39 1.31 -1.89
N -1.98 0.59 -2.58
C -1.59 -0.50 -1.71
C -0.35 -1.49 -1.89
C 0.58 -1.20 -3.16
C 1.29 0.31 -2.71
C 2.59 0.15 -1.66
O 2.70 0.54 -3.21
H 3.36 -3.15 -1.89
H 1.33 -4.56 -2.28
H 1.55 -4.76 0.06
H -0.84 -3.61 1.12
H -2.87 -1.93 1.49
H 0.00 -0.98 -4.12
H 1.46 -1.91 -3.28
H 0.56 1.24 -2.55
H 2.74 1.04 -0.95
H 3.36 -0.66 -1.85
C 0.87 -2.96 3.82
Cl 0.94 -4.63 4.39
Cl 2.37 -2.51 3.01
Cl -0.51 -2.73 2.73
H 0.73 -2.31 4.69
C 1.86 4.52 -2.52
Cl 1.41 6.22 -2.32
Cl 2.82 3.97 -1.14
Cl 0.42 3.51 -2.72
H 2.47 4.43 -3.42
C -2.50 -5.56 -2.93
Cl -2.05 -6.27 -4.48
Cl -1.07 -5.28 -1.92
Cl -3.36 -4.04 -3.16
H -3.16 -6.25 -2.40
C 0.10 -0.97 -7.22
Cl 0.24 0.64 -6.51
Cl -0.56 -2.12 -6.05
Cl -0.89 -0.92 -8.68
H 1.10 -1.31 -7.50
C 6.29 6.08 -0.41
Cl 6.37 4.41 0.16
Cl 7.79 6.54 -1.24
Cl 4.90 6.29 -1.49
H 6.15 6.74 0.45
C 5.80 0.12 3.00
Cl 6.36 1.39 1.91
Cl 4.92 0.81 4.37
Cl 4.78 -1.03 2.13
H 6.67 -0.41 3.38
C 2.39 3.78 6.29
Cl 2.75 2.06 6.45
Cl 3.83 4.67 5.78
Cl 1.06 4.04 5.16
H 2.09 4.16 7.27
C -5.98 -0.94 3.14
Cl -5.27 -0.25 1.67
Cl -5.96 -2.71 3.06
Cl -5.12 -0.37 4.58
H -7.01 -0.61 3.21
C 5.27 9.77 0.53
Cl 6.26 9.56 -0.92
Cl 3.55 9.80 0.11
Cl 5.60 8.49 1.71
H 5.53 10.72 0.99
C -5.36 4.04 4.77
Cl -5.44 2.83 3.49
Cl -6.87 4.10 5.68
Cl -3.99 3.71 5.85
H -5.20 5.02 4.31
C 8.75 6.71 -4.92
Cl 9.17 5.97 -6.47
Cl 10.21 6.99 -3.95
Cl 7.87 8.23 -5.17
H 8.10 6.03 -4.37
C -7.39 -4.95 -0.04
Cl -7.31 -6.63 0.49
Cl -5.89 -4.48 -0.85
Cl -8.77 -4.70 -1.12
H -7.52 -4.32 0.83
C -8.44 -5.11 5.42
Cl -8.02 -5.82 3.86
Cl -6.99 -4.86 6.40
Cl -9.30 -3.58 5.19
H -9.10 -5.80 5.94
C -6.46 -1.02 -3.04
Cl -6.91 -2.36 -4.11
Cl -7.15 -1.25 -1.43
Cl -4.70 -0.87 -2.95
H -6.87 -0.10 -3.46
C 3.60 -6.37 1.79
Cl 4.62 -6.57 0.36
Cl 1.89 -6.33 1.34
Cl 3.90 -7.67 2.96
H 3.85 -5.42 2.26
*
```

=====

Entry 5:
Computed, not measured: C4H8N4 in the gas phase at a distorted geometry, with wB97M-V/def2-TZVPD.

Molecular weight ... 112.14 g/mol
Maximum force ... 1.82 eV/A
HOMO level ... -7.503 eV
Energy relative to the best compared isomer or geometry (same formula, charge and spin) ... 39.03 kcal per mole
SMILES string ... [H]\N=C/C(=N\[H])C(/N)=C\N

```
! wB97M-V def2-TZVPD RIJCOSX def2/J DEFGRID3
* xyz 0 1
H 1.31 -2.07 -0.84
N 1.96 -1.69 -0.14
C 1.32 -0.94 0.69
C -0.17 -0.77 0.62
N -0.93 -1.53 1.35
H -0.35 -2.17 1.91
C -0.76 0.20 -0.36
N -2.05 -0.12 -0.79
C -0.11 1.30 -0.78
N 1.09 1.85 -0.41
H 1.81 -0.42 1.53
H -2.48 -0.76 -0.10
H -2.62 0.69 -0.98
H -0.58 1.91 -1.55
H 1.22 2.81 -0.72
H 1.34 1.73 0.57
*
```

=====

Entry 6:
Computed, not measured: a 5-piece molecular cluster, C22H45N6O14 overall at a distorted geometry, with wB97M-V/def2-TZVPD.

Molecular weight ... 617.63 g/mol
Maximum force ... 1.26 eV/A
HOMO level ... -11.840 eV

```
! wB97M-V def2-TZVPD RIJCOSX def2/J DEFGRID3
* xyz 1 1
C 1.17 3.36 1.19
C 1.63 3.07 2.63
C 2.83 2.14 2.57
N 3.35 1.82 3.95
C 3.87 0.54 3.99
N 3.15 -0.52 4.35
C 3.97 -1.56 4.22
N 3.62 -2.83 4.49
N 5.19 -1.17 3.81
C 6.42 -1.94 3.57
O 7.16 -1.34 2.56
N 6.88 -2.03 1.22
O 6.02 -1.52 0.68
N 5.11 0.17 3.63
H 0.18 3.79 1.15
H 1.21 2.42 0.64
H 1.90 4.02 0.72
H 1.85 3.99 3.17
H 0.83 2.54 3.14
H 2.47 1.20 2.16
H 3.61 2.56 1.93
H 4.11 2.46 4.17
H 3.12 -3.00 5.35
H 3.85 -3.61 3.90
H 6.12 -2.95 3.29
H 7.01 -1.97 4.48
H 5.84 0.78 3.29
C -0.07 -0.86 5.87
C 0.16 0.48 5.21
O -1.06 1.22 5.08
C -1.47 1.84 6.20
O -0.89 1.84 7.25
O -2.62 2.45 5.93
C -3.21 3.11 7.06
H -0.85 -1.42 5.35
H 0.85 -1.45 5.87
H -0.40 -0.73 6.90
H 0.52 0.34 4.19
H 0.90 1.07 5.75
H -2.50 3.79 7.53
H -3.57 2.38 7.78
H -4.05 3.68 6.67
C 0.49 0.43 -4.61
C 0.46 1.85 -5.12
O -0.82 2.46 -4.90
C -1.06 2.87 -3.66
O -0.32 2.76 -2.72
O -2.28 3.41 -3.63
C -2.72 3.84 -2.34
H -0.32 -0.16 -5.03
H 1.44 -0.05 -4.86
H 0.38 0.41 -3.52
H 0.61 1.88 -6.19
H 1.24 2.45 -4.65
H -1.99 4.50 -1.88
H -2.91 2.97 -1.71
H -3.65 4.37 -2.50
C -1.85 -4.81 -1.41
C -0.34 -4.92 -1.54
O 0.24 -3.69 -2.01
C 0.40 -2.75 -1.09
O 0.13 -2.82 0.08
O 0.91 -1.67 -1.69
C 1.06 -0.53 -0.84
H -2.28 -4.47 -2.35
H -2.28 -5.78 -1.15
H -2.12 -4.09 -0.64
H -0.08 -5.67 -2.29
H 0.12 -5.22 -0.60
H 1.61 -0.79 0.06
H 0.08 -0.13 -0.58
H 1.61 0.21 -1.42
C -6.34 -2.62 -6.97
C -4.83 -2.74 -7.05
O -4.22 -1.49 -7.41
C -4.09 -0.61 -6.42
O -4.41 -0.78 -5.28
O -3.54 0.49 -6.92
C -3.39 1.56 -5.97
H -6.73 -2.22 -7.90
H -6.78 -3.60 -6.80
H -6.63 -1.96 -6.16
H -4.54 -3.44 -7.84
H -4.41 -3.11 -6.12
H -2.89 1.21 -5.08
H -4.37 1.96 -5.71
H -2.80 2.33 -6.46
*
```

=====

Entry 7:
Computed, not measured: C3H8O2S2 in the gas phase at a distorted geometry, with wB97M-V/def2-TZVPD.

Molecular weight ... 140.23 g/mol
Maximum force ... 4.89 eV/A
HOMO level ... -9.259 eV
Energy relative to the best compared isomer or geometry (same formula, charge and spin) ... 46.55 kcal per mole
SMILES string ... OC(O)[C@H](S)CS

```
! wB97M-V def2-TZVPD RIJCOSX def2/J DEFGRID3
* xyz 0 1
O -1.83 -0.84 0.91
C -0.67 -0.84 0.23
O -0.87 -1.18 -1.16
C -0.19 0.63 0.40
S -1.32 1.73 -0.57
C 1.31 0.95 -0.06
S 2.75 -0.01 0.50
H -2.09 0.17 0.86
H 0.02 -1.68 0.64
H -0.89 -2.18 -1.20
H -0.22 0.77 1.53
H -1.32 0.99 -1.55
H 1.55 1.99 0.14
H 1.30 0.85 -1.13
H 2.48 -1.36 0.46
*
```

=====

Entry 8:
Computed, not measured: a 2-piece molecular cluster, C26H36Br2N2P overall at a distorted geometry, with wB97M-V/def2-TZVPD.

Molecular weight ... 567.37 g/mol
Maximum force ... 1.75 eV/A
HOMO level ... -9.877 eV

```
! wB97M-V def2-TZVPD RIJCOSX def2/J DEFGRID3
* xyz 1 1
Br 6.87 1.27 6.86
C 5.19 0.89 7.61
C 5.10 0.30 8.89
C 3.85 0.02 9.44
C 2.65 0.30 8.73
C 1.39 0.06 9.35
C 0.16 0.16 8.69
C -1.05 0.26 9.36
C -2.26 0.68 8.71
C -3.25 1.40 9.42
C -4.40 1.86 8.78
C -4.61 1.59 7.42
Br -6.17 2.19 6.56
C -3.64 0.88 6.69
C -2.48 0.44 7.32
C 2.76 0.88 7.44
C 4.01 1.17 6.88
H 6.01 0.07 9.43
H 3.79 -0.42 10.43
H 1.38 -0.22 10.41
H 0.16 0.18 7.59
H -1.05 0.20 10.45
H -3.09 1.63 10.47
H -5.15 2.44 9.33
H -3.79 0.68 5.63
H -1.73 -0.12 6.76
H 1.86 1.14 6.89
H 4.08 1.62 5.90
C 1.41 -6.97 10.21
C -0.07 -6.61 10.30
C -0.82 -7.28 9.16
C -0.62 -7.15 11.62
N -0.25 -5.13 10.18
C 0.70 -4.23 10.87
C 0.39 -4.02 12.35
C -1.04 -3.55 12.64
N -2.07 -4.14 11.79
C -3.46 -4.09 12.31
C -3.68 -5.35 13.14
C -4.45 -4.03 11.15
C -3.66 -2.86 13.18
P -1.76 -4.42 10.16
H -1.54 -3.00 9.76
H 1.98 -6.67 11.10
H 1.50 -8.06 10.13
H 1.88 -6.54 9.32
H -1.90 -7.16 9.24
H -0.48 -6.88 8.20
H -0.59 -8.36 9.17
H -1.70 -6.97 11.73
H -0.45 -8.24 11.64
H -0.10 -6.72 12.49
H 1.70 -4.64 10.74
H 0.67 -3.25 10.38
H 0.57 -4.95 12.91
H 1.08 -3.28 12.75
H -1.30 -3.80 13.67
H -1.07 -2.45 12.56
H -2.94 -5.43 13.95
H -4.68 -5.33 13.59
H -3.60 -6.26 12.53
H -4.26 -3.15 10.52
H -4.42 -4.93 10.52
H -5.46 -3.93 11.57
H -3.36 -1.94 12.64
H -4.72 -2.77 13.42
H -3.11 -2.91 14.12
*
```

=====

Entry 9:
Computed, not measured: C5H8MgO5Tl as an isolated structure at a distorted geometry, with wB97M-V/def2-TZVPD.

Molecular weight ... 376.80 g/mol
Maximum force ... 2.95 eV/A
HOMO level ... -12.155 eV
Energy relative to the best compared isomer or geometry (same formula, charge and spin) ... 0.00 kcal per mole

```
! wB97M-V def2-TZVPD RIJCOSX def2/J DEFGRID3
* xyz 1 1
C 2.42 0.04 0.15
O 3.60 0.37 -0.05
O 1.43 0.81 0.01
Tl 5.52 -0.41 -0.10
O 1.20 1.33 3.06
C 0.70 1.03 4.28
C -0.66 0.46 4.25
O -1.19 0.44 3.11
C -2.58 0.31 2.69
C -2.73 1.45 1.68
O -1.65 1.52 0.82
Mg 0.18 1.39 1.40
H 0.58 1.90 4.98
H 1.31 0.32 4.89
H -1.24 0.20 5.14
H 2.21 -1.00 0.52
H -3.23 0.38 3.57
H -2.63 -0.67 2.22
H -2.86 2.39 2.26
H -3.69 1.27 1.16
*
```

=====

Entry 10:
Computed, not measured: a 5-piece molecular cluster, C7H11Cl13 overall at a distorted geometry, with wB97M-V/def2-TZVPD.

Molecular weight ... 556.05 g/mol
Maximum force ... 1.93 eV/A
HOMO level (spin up / spin down) ... -13.312 / -13.288 eV
Energy relative to the best compared isomer or geometry (same formula, charge and spin) ... 1.07 kcal per mole

```
! wB97M-V def2-TZVPD RIJCOSX def2/J DEFGRID3
* xyz 1 2
Cl 20.61 -0.13 -11.37
C 19.95 0.83 -9.93
C 18.64 1.52 -10.39
Cl 18.98 2.65 -11.67
H 20.71 1.58 -9.74
H 19.73 0.15 -9.11
H 18.23 2.08 -9.55
H 17.90 0.77 -10.67
Cl 22.84 2.03 -13.73
C 22.38 1.30 -15.27
C 22.17 -0.18 -14.90
Cl 23.68 -0.95 -14.38
H 23.14 1.40 -16.04
H 21.44 1.77 -15.56
H 21.73 -0.94 -15.56
H 21.42 -0.25 -14.11
C 21.83 4.88 -11.16
Cl 20.99 6.00 -12.24
Cl 21.04 4.53 -9.60
Cl 23.56 5.32 -10.93
H 21.82 3.91 -11.67
C 17.60 4.19 -14.60
Cl 16.56 4.42 -16.02
Cl 17.76 5.71 -13.72
Cl 19.27 3.73 -15.09
H 17.32 3.35 -13.97
C 26.30 2.13 -14.48
Cl 26.43 3.64 -13.50
Cl 27.78 1.20 -14.34
Cl 25.83 2.36 -16.21
H 25.51 1.55 -13.98
*
```

=====

Entry 11:
Computed, not measured: a 2-piece molecular cluster, C4H11N3O2 overall at a distorted geometry, with wB97M-V/def2-TZVPD.

Molecular weight ... 133.15 g/mol
Maximum force ... 2.63 eV/A
HOMO level ... -8.566 eV
Energy relative to the best compared isomer or geometry (same formula, charge and spin) ... 44.12 kcal per mole
SMILES string ... [H]/N=C(/N)NC.CC(=O)O

```
! wB97M-V def2-TZVPD RIJCOSX def2/J DEFGRID3
* xyz 0 1
H -2.91 0.88 1.22
N -2.14 0.34 0.84
C -1.26 0.90 0.12
N -0.69 0.28 -0.96
N -0.67 2.17 0.44
C 0.22 2.84 -0.48
H -0.74 -0.71 -1.06
H 0.18 0.70 -1.24
H -1.30 2.81 0.89
H -0.11 3.89 -0.52
H 0.07 2.55 -1.54
H 1.29 2.79 -0.27
C 0.90 -2.28 1.19
C 0.74 -2.83 -0.16
O 0.27 -3.84 -0.57
O 1.41 -1.98 -1.09
H 0.80 -2.98 2.01
H 0.04 -1.61 1.47
H 1.69 -1.53 1.14
H 2.21 -2.38 -1.44
*
```

=====

Entry 12:
Computed, not measured: C12H10BrNNaO4P2S as an isolated structure at a distorted geometry, with wB97M-V/def2-TZVPD.

Molecular weight ... 429.12 g/mol
Maximum force ... 4.77 eV/A
HOMO level ... -10.352 eV

```
! wB97M-V def2-TZVPD RIJCOSX def2/J DEFGRID3
* xyz 1 1
O 1.32 -4.79 2.09
P 1.06 -3.36 1.58
C -0.57 -3.16 0.63
C -1.17 -4.34 -0.19
Br -0.34 -6.13 -0.36
C -2.51 -4.13 -0.99
C -3.24 -2.77 -0.98
C -2.62 -1.62 -0.16
C -1.29 -1.75 0.68
N -0.78 -0.60 1.45
C -0.66 0.63 0.65
C 0.71 1.38 0.67
C 0.82 2.68 -0.16
P 2.47 3.58 -0.19
O 3.01 3.96 1.20
O 3.59 2.48 -0.90
O 2.31 4.87 -1.28
C -0.41 3.22 -0.98
C -1.79 2.48 -1.01
C -1.88 1.17 -0.20
S -3.39 0.08 -0.11
H 2.08 -2.87 0.68
H 1.03 -2.48 2.74
H -2.93 -5.02 -1.58
H -4.20 -2.54 -1.57
H 0.15 -0.77 1.85
H 1.54 0.92 1.30
H 3.56 2.63 -1.88
H 2.16 4.44 -2.16
H -0.22 4.20 -1.54
H -2.68 2.87 -1.61
Na 4.87 4.76 2.33
*
```